{"formula": "C21H43AsBF6MgN2O21", "method": "ωB97M-V/def2-TZVPD", "species": ["As", "Mg", "F", "F", "F", "F", "F", "F", "O", "O", "O", "O", "O", "O", "O", "O", "O", "O", "O", "O", "O", "O", "O", "O", "O", "O", "O", "O", "O", "N", "N", "C", "C", "C", "C", "C", "C", "C", "C", "C", "C", "C", "C", "C", "C", "C", "C", "C", "C", "C", "C", "C", "B", "H", "H", "H", "H", "H", "H", "H", "H", "H", "H", "H", "H", "H", "H", "H", "H", "H", "H", "H", "H", "H", "H", "H", "H", "H", "H", "H", "H", "H", "H", "H", "H", "H", "H", "H", "H", "H", "H", "H", "H", "H", "H", "H"], "positions_angstrom": [[-0.081, -0.741, -0.599], [2.705, 0.250, -2.814], [-0.987, -1.495, -1.859], [-1.207, -1.302, 0.561], [0.933, -0.046, 0.585], [1.101, -0.137, -1.792], [-0.987, 0.687, -0.766], [0.872, -2.183, -0.541], [-4.586, -3.705, -2.539], [6.512, 2.226, 1.919], [4.618, 1.070, 0.777], [-7.160, -2.224, -2.438], [3.336, 1.090, -1.032], [1.785, 3.990, -3.378], [0.275, 2.851, -4.406], [2.980, 3.939, -0.202], [8.036, 1.756, 3.503], [2.038, 1.875, -3.646], [0.508, 5.273, -0.578], [5.624, 1.528, 5.173], [2.467, 6.633, 0.487], [-2.313, -4.417, 1.875], [-0.557, -1.063, 4.722], [-3.323, -1.700, 5.917], [-0.181, -4.462, 2.163], [3.412, -1.500, -2.206], [4.633, 1.551, 3.147], [1.938, -0.848, -4.235], [4.379, 3.286, 1.450], [1.361, 2.959, -3.827], [-1.178, -4.534, 1.469], [1.420, 6.280, 1.353], [-0.964, -4.636, 0.008], [2.674, -2.034, -4.435], [3.660, 3.139, 0.338], [3.110, -2.585, -3.081], [-1.612, -1.775, 4.112], [3.518, 7.238, 1.210], [6.916, 1.877, 3.136], [0.916, -0.576, -5.185], [0.164, 5.991, 0.566], [-2.970, -1.316, 4.611], [3.837, 1.655, -0.087], [5.651, 1.615, 3.989], [0.677, -1.426, 4.202], [-2.384, -1.374, 6.922], [-7.007, -3.533, -2.897], [-4.251, -2.447, -1.947], [-0.584, 4.596, -1.148], [-8.422, -1.657, -2.731], [-5.840, -4.218, -2.225], [4.024, -1.950, -0.981], [5.057, 2.026, 1.813], [0.970, -2.485, 4.229], [-5.844, -5.281, -2.484], [1.706, 5.380, 1.912], [-0.401, 6.911, 0.327], [0.594, 0.456, -5.129], [0.800, -1.145, 3.143], [1.321, -0.775, -6.188], [4.314, 7.479, 0.503], [0.049, -4.925, -0.218], [1.212, 7.107, 2.048], [2.310, -3.178, -2.634], [2.073, -2.806, -4.925], [-9.210, -2.243, -2.239], [-1.967, -0.378, 6.776], [-3.237, -2.439, -1.555], [-0.372, 4.267, -2.161], [3.964, 6.517, 1.905], [-0.864, 3.732, -0.529], [-4.248, -1.702, -2.751], [-3.236, -0.270, 4.389], [3.152, 8.160, 1.671], [3.371, -2.694, -0.530], [4.136, -1.082, -0.347], [-7.900, -4.108, -2.562], [4.000, -3.195, -3.263], [-4.987, -2.150, -1.204], [3.533, -1.847, -5.091], [-1.694, -2.869, 4.155], [-1.241, -3.682, -0.433], [-1.462, 5.263, -1.173], [-6.026, -4.258, -1.138], [-3.685, -1.809, 3.936], [-1.601, -2.137, 6.951], [-8.413, -0.674, -2.266], [-2.887, -1.392, 7.891], [-1.716, -5.342, -0.346], [-1.554, -1.485, 3.051], [-8.585, -1.590, -3.809], [5.000, -2.377, -1.220], [-6.996, -3.647, -3.989], [0.120, -1.312, -5.060], [1.497, -0.919, 4.717], [-0.540, 5.427, 1.204]], "lowdin_charge": [0.716, 0.773, -0.234, -0.219, -0.201, -0.246, -0.199, -0.230, -0.174, 0.228, 0.257, -0.197, 0.082, 0.079, 0.008, 0.211, 0.160, -0.136, -0.178, 0.160, -0.187, 0.061, -0.175, -0.180, 0.058, -0.258, 0.230, -0.258, 0.232, -0.549, -0.441, -0.227, 0.035, -0.155, -0.352, -0.145, -0.217, -0.111, -0.401, -0.018, -0.234, -0.218, -0.304, -0.403, -0.127, -0.112, -0.237, -0.073, -0.094, -0.098, -0.240, -0.004, -0.857, 0.086, 0.123, 0.128, 0.123, 0.085, 0.081, 0.103, 0.086, 0.090, 0.119, 0.139, 0.141, 0.087, 0.089, 0.058, 0.064, 0.090, 0.089, 0.092, 0.128, 0.082, 0.101, 0.085, 0.124, 0.139, 0.087, 0.141, 0.124, 0.065, 0.085, 0.131, 0.124, 0.087, 0.089, 0.080, 0.099, 0.115, 0.088, 0.104, 0.129, 0.108, 0.088, 0.125], "orbital_gap_ev": 8.00, "total_charge": -1, "spin_multiplicity": 1, "lumo_ev": 1.23, "homo_energy_ev": -6.76}